No. 1
Formula: C26H54NO9S2
Source: the OMol25 dataset
Level of theory: ωB97M-V/def2-TZVPD

calculated total energy: -2551.05249 hartree
gap between HOMO and LUMO: 9.7 eV
molar mass: 588.85 g mol⁻¹
LUMO level: -1.98 eV

Geometry as ORCA input:
```
! RIJCOSX wB97M-V def2-TZVPD def2/J DEFGRID3
* xyz 1 1
C 3.3503 -3.7578 1.4468
C 2.7867 -3.0798 2.7054
C 1.4144 -2.4190 2.5400
N 1.4234 -0.9206 2.2980
C 2.4671 -0.6272 1.2319
C 2.4712 0.7581 0.6116
C 3.5525 0.8318 -0.4573
O 3.3994 2.0670 -1.0978
C 4.2011 2.2299 -2.2712
C 1.7998 -0.2228 3.5856
C 0.5698 0.0810 4.4158
O -0.2745 1.0212 3.7764
C -0.1596 1.0109 2.3602
O -1.3149 1.4614 1.7856
C -1.4983 2.8769 1.7791
C -0.9555 3.5268 0.4902
C 0.4681 4.0814 0.6149
O -1.0416 2.5436 -0.5366
C 0.0331 -0.4214 1.8337
C -1.1966 -1.2739 2.1959
C -2.1384 -1.4373 1.0014
C -3.2436 -2.4468 1.2905
C -4.2969 -2.4985 0.1890
O -5.3833 -1.6713 0.5845
H 4.4207 -3.5879 1.3403
H 2.8757 -3.4022 0.5319
H 3.1953 -4.8346 1.4848
H 2.6575 -3.8333 3.4831
H 3.5106 -2.3790 3.1238
H 0.8724 -2.8648 1.7059
H 0.8160 -2.5617 3.4363
H 3.4305 -0.8025 1.7106
H 2.3211 -1.3894 0.4678
H 1.5246 1.0079 0.1315
H 2.6902 1.5247 1.3576
H 3.4487 0.0003 -1.1690
H 4.5492 0.7467 0.0019
H 3.5549 2.4466 -3.1188
H 4.8873 3.0638 -2.1392
H 4.7776 1.3264 -2.4794
H 2.3111 0.7022 3.3265
H 2.5014 -0.8592 4.1198
H 0.0125 -0.8375 4.6348
H 0.8885 0.5083 5.3663
H 0.6811 1.6527 2.0796
H -2.5672 3.0429 1.8881
H -1.0033 3.3161 2.6487
H -1.6404 4.3483 0.2533
H 0.7200 4.3249 1.6490
H 0.5903 4.9947 0.0325
H 1.1990 3.3561 0.2507
H -0.6864 2.9205 -1.3445
H 0.0997 -0.3630 0.7489
H -1.7257 -0.7772 3.0108
H -0.9361 -2.2679 2.5574
H -1.5656 -1.7600 0.1239
H -2.5832 -0.4714 0.7584
H -2.8147 -3.4396 1.4559
H -3.7648 -2.1518 2.2059
H -4.6487 -3.5165 0.0114
H -3.8646 -2.1317 -0.7505
H -5.9989 -1.6097 -0.1511
C -7.0016 -7.2082 -0.0410
C -8.2937 -6.7163 0.6259
C -8.4902 -5.2543 0.2150
S -7.7138 -5.0863 -1.4023
O -6.5943 -4.1794 -1.2836
O -8.7030 -4.8574 -2.4199
C -7.0857 -6.7618 -1.4957
H -6.8928 -8.2890 0.0347
H -6.1334 -6.7494 0.4377
H -9.1358 -7.3158 0.2759
H -8.2507 -6.8118 1.7096
H -9.5318 -4.9611 0.1100
H -7.9748 -4.5608 0.8774
H -6.1368 -6.7353 -2.0259
H -7.8151 -7.3425 -2.0599
C 4.7725 7.4629 -4.4947
C 6.2465 7.4814 -4.0672
C 6.7272 6.0278 -4.0281
S 5.7356 5.1453 -5.2482
O 4.9220 4.1634 -4.5664
O 6.5510 4.7347 -6.3585
C 4.6994 6.5346 -5.7008
H 4.4102 8.4595 -4.7416
H 4.1505 7.0709 -3.6869
H 6.8313 8.0443 -4.7966
H 6.3807 7.9607 -3.0988
H 7.7715 5.9000 -4.3016
H 6.5347 5.5523 -3.0680
H 3.7074 6.1525 -5.9296
H 5.1429 6.9837 -6.5892
*
```

***

No. 2
Formula: C26H55Br2FN4O12PS2
Source: the OMol25 dataset
Level of theory: ωB97M-V/def2-TZVPD

calculated total energy: -8530.91729 hartree
gap between HOMO and LUMO: 9.2 eV
molar mass: 889.66 g mol⁻¹
LUMO level: -2.22 eV

Geometry as ORCA input:
```
! RIJCOSX wB97M-V def2-TZVPD def2/J DEFGRID3
* xyz 1 1
C 7.8718 1.4798 0.4467
C 6.5502 1.1275 1.0899
O 5.8963 0.0694 0.4046
C 4.4935 0.1742 0.5042
C 3.8533 -1.1723 0.2168
O 2.6127 -0.9130 -0.4150
C 2.0378 -2.0180 -1.0577
N 0.5607 -2.0153 -0.8837
C 0.3724 -1.7047 0.5001
N 0.7640 -2.6408 1.3124
C 0.7305 -2.5077 2.7722
C -0.4306 -3.3197 3.3350
F -0.3214 -3.3769 4.6934
N -0.1137 -0.4721 0.7173
C -1.0523 -0.2115 1.8506
C -0.4260 0.6314 3.0205
C -1.3943 1.6892 3.5637
Br 1.3368 1.3604 2.6125
C -0.9710 -0.2842 -0.5347
C -1.3440 1.1176 -1.0312
C -0.6420 2.2613 -0.2925
O 0.5173 2.4333 -0.5174
N -1.4293 3.0206 0.5493
C -2.4841 3.7468 -0.2148
C -0.6312 4.0546 1.2726
O -1.9174 -1.3258 -0.4286
C -3.1942 -1.1577 -1.0653
C -4.1951 -0.5601 -0.0823
C -5.6409 -0.6046 -0.6024
O -4.1102 -1.1891 1.1834
C 0.0712 -0.7834 -1.5506
P -0.7142 -1.2579 -3.2176
O 0.3887 -0.9271 -4.3779
Br -0.9466 -3.4973 -3.1451
H 7.7524 2.2271 -0.3353
H 8.5238 1.9251 1.1920
H 8.3885 0.6271 0.0158
H 5.9049 2.0060 1.1179
H 6.7461 0.8456 2.1286
H 4.2489 0.5083 1.5144
H 4.1309 0.9326 -0.1936
H 4.5319 -1.7970 -0.3648
H 3.7195 -1.6607 1.1885
H 2.2843 -2.0401 -2.1193
H 2.4710 -2.9289 -0.6414
H 1.1237 -3.5120 0.9566
H 1.6272 -2.9909 3.1513
H 0.7731 -1.4865 3.1189
H -1.4123 -2.9633 3.0246
H -0.3417 -4.3410 2.9593
H -1.3766 -1.1344 2.2994
H -1.9484 0.3071 1.5414
H -0.2669 -0.0653 3.8320
H -2.2796 1.8047 2.9480
H -0.8885 2.6271 3.7395
H -1.7419 1.3645 4.5409
H -0.9928 1.2084 -2.0505
H -2.4027 1.3486 -1.0590
H -3.2913 3.0446 -0.4174
H -2.1201 4.1136 -1.1727
H -2.9060 4.5183 0.4113
H -1.1508 4.2512 2.2041
H 0.3870 3.7586 1.4596
H -0.6915 4.9861 0.7153
H -3.5491 -2.1651 -1.2830
H -3.1564 -0.6411 -2.0209
H -3.9339 0.4780 0.1231
H -5.6492 -0.5552 -1.6866
H -6.1731 0.2263 -0.1576
H -6.1113 -1.5021 -0.2118
H -4.3226 -2.1282 1.0836
H 0.8417 -0.0710 -1.8417
H 1.3119 -0.9916 -4.0829
O 2.9632 5.5799 1.4299
S 3.7217 4.6995 0.5938
O 4.2928 3.4971 1.1297
O 4.8649 5.5375 -0.1314
C 5.7748 6.2988 0.6896
C 6.7831 5.4223 1.4076
C 2.7802 4.2824 -0.8256
H 5.2133 6.9163 1.3928
H 6.2940 6.9721 0.0105
H 6.2985 4.7775 2.1400
H 7.5135 6.0381 1.9322
H 7.3037 4.7772 0.6989
H 2.3601 5.1866 -1.2594
H 1.9876 3.6133 -0.4767
H 3.4240 3.7695 -1.5366
O -7.2858 -3.9195 -2.5141
S -6.1865 -4.6736 -2.0024
O -4.9366 -4.0314 -1.7033
O -5.9232 -5.9203 -2.9535
C -5.7035 -5.6858 -4.3627
C -4.3378 -5.0978 -4.6485
C -6.7016 -5.5869 -0.5880
H -6.4979 -5.0539 -4.7628
H -5.7930 -6.6584 -4.8418
H -4.2439 -4.0965 -4.2290
H -4.1671 -5.0290 -5.7227
H -3.5547 -5.7119 -4.2023
H -7.6329 -6.0970 -0.8170
H -6.8497 -4.8730 0.2198
H -5.9203 -6.2945 -0.3232
*
```

***

Look up the calculated total energy of the first one.
-2551.05249 hartree